A 6-piece molecular cluster, C36H80O8 overall, computed with wB97M-V/def2-TZVPD.

```
124
Properties=species:S:1:pos:R:3:lowdin_charge:R:1
H -0.077 0.278 2.084 0.07
H -6.148 -2.713 -1.409 0.12
C -0.932 -4.179 -2.247 -0.15
C 4.104 -2.232 1.158 -0.08
H 0.780 5.127 -0.570 0.07
C -1.395 8.605 1.849 -0.28
H -0.260 -2.178 -6.552 0.11
H 2.267 5.564 2.889 0.08
O -1.339 7.316 2.435 -0.18
H 1.623 -0.773 -1.530 0.11
H -1.589 -4.273 -6.614 0.08
C 5.450 1.629 4.922 -0.28
C -3.498 6.511 1.561 -0.07
C -5.045 -2.352 0.440 -0.17
H 6.650 2.323 1.189 0.08
H -0.353 8.877 1.675 0.12
H -1.911 -4.558 -2.548 0.12
C -3.545 -0.720 -0.515 -0.23
C -1.557 -1.309 1.912 -0.23
H 3.545 -3.679 -0.347 0.11
C -2.583 6.718 2.755 -0.28
H 4.792 -2.914 1.658 0.08
H -1.074 -1.856 1.098 0.07
H -0.046 -6.348 2.109 0.08
C -3.077 -1.556 1.819 -0.15
H 3.196 -3.168 -5.775 0.12
H -7.077 -4.735 -0.907 0.07
H -0.780 -5.150 3.186 0.07
H -2.201 -1.821 -3.512 0.10
H 0.022 -5.977 -1.618 0.12
C -6.195 -4.555 -0.291 -0.08
H 1.355 -2.338 -8.088 0.07
H -0.393 -5.091 -5.596 0.08
H -1.792 -0.130 -1.557 0.11
H -3.001 5.913 0.796 0.07
H -0.803 4.730 -1.230 0.07
C -2.057 9.655 2.724 -0.08
H 4.693 -1.586 0.506 0.06
H -1.159 -1.740 2.832 0.11
C -1.115 0.153 1.786 -0.10
C 3.213 -1.924 -2.397 -0.07
H 0.572 -4.545 -0.757 0.11
H -2.994 -2.828 0.062 0.12
H -0.272 -4.290 -3.114 0.10
H -2.322 5.751 3.188 0.12
C -1.073 -4.729 1.114 -0.28
H -3.109 9.433 2.908 0.07
C -3.554 -1.965 0.423 -0.21
H 5.129 1.529 1.634 0.07
H -1.809 -6.333 2.372 0.08
H 3.169 -0.536 -0.734 0.11
C -1.041 -2.669 -1.924 -0.18
H -0.212 -2.178 -2.444 0.10
H 0.697 5.684 2.095 0.05
H -3.255 -0.096 -2.508 0.12
H 5.233 3.853 2.512 0.11
H 0.022 -4.606 -7.242 0.07
C 6.777 1.942 5.592 -0.08
H 2.484 3.189 2.181 0.11
C -5.681 -1.000 0.192 -0.46
H 5.519 0.691 4.358 0.11
H 6.627 1.120 2.474 0.07
H -1.968 -4.123 1.286 0.09
H -3.203 0.116 0.098 0.13
H -0.881 -2.480 -0.861 0.09
H -1.767 0.817 2.358 0.08
H -1.553 9.724 3.688 0.08
H -6.535 -4.496 0.741 0.07
C 5.781 3.055 3.015 -0.28
C 0.071 4.314 -0.725 -0.07
H -0.849 4.401 1.228 0.10
H 3.625 -1.604 1.912 0.08
H 2.314 4.236 0.781 0.11
C 2.274 -2.286 -7.502 -0.08
H -4.599 -3.544 -1.313 0.09
H 2.511 -3.669 1.073 0.11
H 7.582 2.073 4.868 0.07
C -0.920 -5.714 2.259 -0.06
H -0.213 -4.052 1.098 0.10
C -2.698 -0.697 -1.784 -0.11
H -1.074 2.876 0.384 0.11
H 0.897 4.609 3.475 0.09
H 2.552 -2.642 -2.886 0.07
H -3.802 7.456 1.107 0.07
H 2.402 -1.257 -7.165 0.08
H -3.347 -2.340 2.532 0.11
H 3.475 -1.152 -3.122 0.08
O 4.954 2.670 4.099 -0.17
C -2.334 -2.029 -2.446 -0.19
H -0.679 -2.714 -4.932 0.09
H -5.390 -2.796 1.371 0.14
C -5.482 -3.261 -0.745 -0.16
C 2.525 -1.290 -1.200 -0.27
H 3.102 -2.539 -8.165 0.08
H 0.536 3.579 -1.383 0.08
O -6.624 -0.473 0.694 0.15
C -0.532 -4.314 -6.349 -0.07
C -0.084 -2.966 -5.811 -0.28
H 4.133 -2.440 -2.116 0.07
C 2.253 -3.237 -6.318 -0.28
H -3.095 7.288 3.538 0.11
H 7.059 1.123 6.254 0.08
H -1.183 0.471 0.743 0.05
C 1.389 4.995 2.581 -0.07
H 4.681 1.485 5.681 0.12
O 1.258 -2.939 -5.355 -0.18
O -4.934 -0.411 -0.795 0.04
H -5.551 -5.427 -0.409 0.07
H -2.007 10.629 2.235 0.08
H -3.160 -2.737 -2.388 0.09
H 2.160 -4.273 -6.661 0.11
C -0.350 3.667 0.584 -0.28
C 1.790 3.854 1.665 -0.28
C 6.063 1.938 2.024 -0.08
O -1.209 -5.412 -0.120 -0.13
H -3.617 -0.658 2.137 0.13
H -1.880 8.562 0.868 0.11
H 6.700 2.857 6.182 0.08
H -4.403 5.990 1.874 0.08
C -0.319 -5.044 -1.157 -0.22
H 6.717 3.493 3.379 0.11
C 3.062 -3.023 0.387 -0.29
O 0.705 3.027 1.280 -0.17
O 2.072 -2.223 -0.234 -0.18
```

Energy, Eh: -2021.47825
Highest occupied orbital energy, eV: -9.4
Gap between HOMO and LUMO, eV: 10.074
Maximum force, eV/A: 0.7